Here is C9H15N2O8S2 as an isolated structure from OMol25. Energies are from ωB97M-V with the def2-TZVPD basis set.

## Properties
2S+1: 1
Highest occupied orbital energy, eV: -5.87
Total charge: -1
Orbital gap, Eh: 0.32837

Last column: Mulliken charge in e.
Positions of all 36 atoms, in Å:
N1 -2.0089 -0.2646 -3.2276  -0.5628
C1 -2.3241 -0.5748 -1.9075  0.3622
O1 -2.9543 0.1748 -1.1791  -0.6159
C2 -1.8778 -1.9494 -1.4375  -0.5846
C3 -0.7894 -1.8646 -0.3603  0.1125
S1 0.6259 -0.9614 -0.9842  1.2200
O2 0.3982 0.4500 -0.7108  -0.6240
O3 0.7153 -1.2717 -2.4107  -0.7726
N2 1.7923 -1.5999 -0.1275  -0.4937
S2 3.2218 -0.8903 -0.1297  1.1441
O4 4.2325 -1.9236 -0.0514  -0.7326
O5 3.3259 0.1706 0.8551  -0.6649
C4 3.5092 -0.0578 -1.7001  -0.7429
C5 3.0873 1.3874 -1.7424  0.1528
O6 2.5698 1.8886 -2.7143  -0.5185
H1 -2.3295 0.6826 -3.4026  0.2933
H2 -0.9965 -0.3162 -3.3527  0.3417
H3 -2.7613 -2.4005 -0.9768  0.4737
H4 -1.5526 -2.5737 -2.2676  0.2808
H5 -1.1293 -1.3428 0.5301  -0.5825
H6 -0.4344 -2.8668 -0.1276  0.4420
H7 3.1088 -0.5929 -2.5579  0.2726
H8 4.6029 -0.0694 -1.7622  0.4332
H9 3.3367 1.9853 -0.8539  0.4011
O7 -2.5095 -1.0772 2.5917  -0.6349
C6 -1.8743 -0.0666 2.6761  0.5996
O8 -0.5457 -0.0590 2.4519  -0.3336
C7 0.0037 1.2469 2.6611  -0.2267
C8 -1.1806 2.1969 2.5112  -0.5376
C9 -2.3448 1.3366 3.0102  -0.5155
H10 0.4371 1.2801 3.6644  0.2894
H11 0.7911 1.4082 1.9294  0.1506
H12 -1.0481 3.1330 3.0513  0.3687
H13 -1.3278 2.4295 1.4563  0.2402
H14 -2.4869 1.4043 4.0906  0.2634
H15 -3.2828 1.5487 2.5051  0.3011